The following is a quantum chemistry calculation of 4 unconnected molecules or ions with the total composition C2H12O4, from the OMol25 dataset.

SMILES: CCO.O.O.O
HOMO in eV: -10.2
Kohn-Sham gap in eV: 10.67

CARTESIAN COORDINATES (ANGSTROEM)
C 0.088 -2.483 1.781
C 0.254 -1.959 0.304
O 1.020 -0.645 0.487
H 1.054 -2.799 2.442
H -0.507 -3.484 1.698
H -0.530 -1.907 2.396
H 1.020 -2.384 -0.397
H -0.737 -1.975 -0.345
H 0.403 -0.268 1.246
O -2.350 1.060 0.364
H -3.274 1.037 0.252
H -1.908 0.767 -0.430
O -0.345 3.691 -0.302
H -0.901 4.400 0.086
H -0.415 3.061 0.444
O 1.810 -0.337 -2.374
H 0.870 -0.263 -2.138
H 1.800 0.315 -3.167


The following is a quantum chemistry calculation of 5 unconnected molecules or ions with the total composition C2H12O5, from the OMol25 dataset.

SMILES: C=CO.O.O.O.O
HOMO in eV: -9.6
Kohn-Sham gap in eV: 10.01

CARTESIAN COORDINATES (ANGSTROEM)
C 2.756 1.199 0.611
C 2.838 2.121 1.635
O 3.744 3.144 1.903
H 2.018 0.459 0.647
H 3.672 1.132 0.036
H 1.930 2.172 2.255
H 4.686 2.905 2.016
O -2.312 -4.917 0.088
H -1.781 -4.164 -0.197
H -1.901 -5.680 -0.388
O 2.749 4.954 -0.234
H 2.231 5.685 0.200
H 2.525 4.275 0.379
O -2.187 -1.765 -1.021
H -2.634 -0.982 -0.439
H -2.846 -1.964 -1.682
O -5.016 -2.978 -2.298
H -5.530 -3.478 -1.572
H -4.941 -2.120 -1.939


The following is a quantum chemistry calculation of a molecular structure, C2H12O7V, from the OMol25 dataset.

Charge: -1
HOMO in eV: -3.7
Kohn-Sham gap in eV: 6.11

CARTESIAN COORDINATES (ANGSTROEM)
O 25.804 10.311 -9.669
V 26.921 11.088 -10.589
O 26.421 12.556 -10.555
C 30.058 11.975 -11.712
O 28.886 11.241 -11.946
H 30.614 12.178 -12.628
H 29.953 12.969 -11.277
H 30.704 11.439 -11.017
C 24.704 9.919 -12.917
O 26.075 10.290 -12.657
H 24.084 10.780 -13.167
H 24.729 9.220 -13.753
H 24.292 9.487 -12.005
O 23.421 12.368 -9.052
H 22.602 11.960 -8.771
H 24.104 11.873 -8.598
O 27.770 11.420 -8.450
H 28.391 11.998 -8.007
H 27.595 10.724 -7.817
O 27.812 8.959 -9.938
H 28.001 8.483 -9.129
H 28.606 8.865 -10.463


The following is a quantum chemistry calculation of a molecular structure, C2H13FeN2O, from the OMol25 dataset.

Charge: -1
HOMO (alpha / beta) in eV: 0.5 / -2.0
Kohn-Sham gap (alpha / beta) in eV: 3.23 / 5.90
Multiplicity: 5

CARTESIAN COORDINATES (ANGSTROEM)
C 0.400 0.034 -1.926
Fe 0.159 -0.257 0.068
N -0.765 0.100 2.143
N 1.550 1.264 0.439
H -0.302 -0.859 2.151
H -0.444 0.578 -1.314
H -0.179 -0.432 -2.735
H 1.209 -0.744 -1.848
H 0.935 0.893 -2.392
H 1.968 0.664 1.148
H 1.196 2.148 0.762
H 2.119 1.382 -0.409
H -0.470 0.773 2.871
H -1.782 -0.050 2.105
C -2.181 -2.141 -0.605
O -1.400 -1.207 0.037
H -2.993 -1.638 -1.155
H -2.683 -2.797 0.107
H -1.528 -2.819 -1.199


The following is a quantum chemistry calculation of 3 unconnected molecules or ions with the total composition C2H13N2O2, from the OMol25 dataset.

Charge: +1
HOMO in eV: -13.5
Kohn-Sham gap in eV: 10.36

CARTESIAN COORDINATES (ANGSTROEM)
N -0.608 1.461 -0.813
C 0.126 0.680 0.251
C -0.884 0.212 1.337
N -2.054 1.027 1.380
H -1.421 1.815 -0.273
H -0.044 2.274 -1.061
H -0.833 0.999 -1.703
H 0.750 -0.095 -0.183
H 0.774 1.425 0.685
H -1.140 -0.851 1.316
H -0.252 0.276 2.224
H -2.821 0.823 0.812
H -2.374 1.466 2.227
H 4.924 -3.394 2.004
H 5.366 -4.351 1.080
O 5.325 -3.379 1.119
H -2.077 -0.699 -3.278
H -0.993 0.094 -3.848
O -1.767 0.218 -3.276


The following is a quantum chemistry calculation of 4 unconnected molecules or ions with the total composition C2H13N2O3, from the OMol25 dataset.

HOMO (alpha / beta) in eV: -2.0 / -7.9
Kohn-Sham gap (alpha / beta) in eV: 2.20 / 8.03
Multiplicity: 2

CARTESIAN COORDINATES (ANGSTROEM)
C -0.628 0.685 -0.628
C -0.743 -0.618 -1.009
N -0.590 -1.733 -0.092
N -0.810 1.735 -1.476
H -0.348 0.911 0.394
H -0.845 -0.813 -2.067
H 0.088 -2.445 -0.371
H -0.303 -1.466 0.867
H -1.563 -2.010 0.076
H -0.864 1.604 -2.471
H -0.862 2.694 -1.191
H -2.161 -0.126 2.964
H -2.169 0.458 1.634
O -1.946 -0.403 2.066
H 1.855 -1.726 1.768
H 2.094 -0.244 1.824
O 1.387 -0.885 1.684
H 2.325 1.380 -1.921
H 3.461 1.272 -0.979
O 2.622 1.729 -1.072


M (computed, g mol⁻¹): 100.1; 116.1; 199.1; 137.0; 97.1; 113.1
E_tot (computed, a.u.): -384.27269; -459.51706; -1554.05348; -1532.29818; -343.73416; -419.04542